{"formula": "C39H49CoFN2O7PS", "method": "ωB97M-V/def2-TZVPD", "species": ["Co", "C", "C", "C", "C", "C", "C", "C", "F", "C", "C", "C", "O", "C", "C", "N", "C", "C", "O", "O", "H", "H", "H", "H", "H", "H", "H", "H", "H", "H", "H", "O", "C", "N", "S", "O", "O", "C", "C", "C", "C", "C", "C", "H", "H", "H", "H", "O", "P", "C", "C", "C", "C", "C", "C", "C", "C", "C", "C", "C", "C", "C", "C", "C", "C", "C", "C", "H", "H", "H", "H", "H", "H", "H", "H", "H", "H", "H", "H", "H", "H", "H", "H", "H", "H", "H", "H", "H", "H", "H", "H", "H", "H", "H", "H", "H", "H", "H", "H", "H", "H"], "coordinates": [[0.00, 0.00, 0.00], [-3.10, -6.24, -3.06], [-3.47, -4.89, -3.69], [-5.00, -4.85, -3.81], [-5.44, -3.55, -4.47], [-4.86, -2.38, -3.73], [-5.52, -1.14, -3.81], [-5.00, -0.03, -3.15], [-5.64, 1.14, -3.23], [-3.82, -0.12, -2.42], [-3.16, -1.35, -2.36], [-1.88, -1.43, -1.62], [-1.45, -0.48, -0.98], [-1.13, -2.69, -1.70], [-1.70, -3.72, -2.33], [-2.96, -3.74, -2.91], [-3.66, -2.51, -3.01], [0.25, -2.72, -1.08], [0.87, -3.82, -1.15], [0.63, -1.62, -0.57], [-3.61, -7.07, -3.58], [-3.38, -6.28, -2.00], [-2.03, -6.44, -3.13], [-3.04, -4.85, -4.70], [-5.46, -4.93, -2.82], [-5.37, -5.69, -4.40], [-6.53, -3.50, -4.47], [-5.10, -3.52, -5.51], [-6.44, -1.02, -4.37], [-3.42, 0.75, -1.92], [-1.13, -4.65, -2.40], [-1.90, 1.28, -2.23], [-2.05, 1.69, -1.08], [-1.38, 1.30, 0.02], [-1.90, 2.09, 1.31], [-2.67, 1.31, 2.27], [-1.00, 3.09, 1.87], [-3.12, 3.05, 0.52], [-3.98, 3.99, 1.05], [-4.86, 4.61, 0.16], [-4.84, 4.28, -1.21], [-3.95, 3.33, -1.71], [-3.08, 2.72, -0.81], [-3.97, 4.21, 2.11], [-5.56, 5.35, 0.53], [-5.53, 4.78, -1.89], [-3.92, 3.06, -2.76], [1.66, -0.38, 0.62], [3.05, -0.73, 1.08], [3.69, -2.06, -0.01], [5.01, -2.74, 0.36], [5.83, -3.18, -0.84], [6.11, -2.04, -1.82], [4.90, -1.16, -2.10], [3.60, -1.69, -1.51], [4.09, 0.76, 0.91], [5.62, 0.66, 0.95], [6.22, 0.75, 2.34], [5.79, 2.03, 3.04], [4.27, 2.12, 3.10], [3.62, 1.98, 1.72], [2.99, -1.31, 2.81], [1.97, -0.55, 3.68], [0.51, -0.99, 3.51], [0.34, -2.50, 3.64], [1.31, -3.24, 2.73], [2.75, -2.81, 3.01], [2.91, -2.83, 0.12], [4.80, -3.64, 0.94], [5.61, -2.11, 1.03], [5.29, -3.98, -1.37], [6.78, -3.62, -0.51], [6.49, -2.47, -2.76], [6.93, -1.42, -1.43], [4.78, -1.05, -3.18], [5.10, -0.15, -1.73], [3.32, -2.59, -2.07], [2.80, -0.97, -1.68], [3.86, 1.02, -0.13], [6.02, 1.50, 0.37], [5.98, -0.23, 0.45], [7.32, 0.73, 2.27], [5.94, -0.13, 2.94], [6.20, 2.90, 2.51], [6.20, 2.06, 4.05], [3.99, 3.09, 3.54], [3.91, 1.35, 3.78], [3.87, 2.88, 1.15], [2.53, 1.98, 1.82], [3.99, -1.10, 3.20], [2.00, 0.52, 3.47], [2.24, -0.67, 4.73], [0.13, -0.67, 2.54], [-0.11, -0.49, 4.26], [-0.69, -2.78, 3.39], [0.51, -2.80, 4.68], [1.06, -3.04, 1.68], [1.21, -4.32, 2.89], [3.42, -3.41, 2.41], [2.99, -3.06, 4.06], [0.49, 1.22, 0.90]], "homo_ha": [-0.26345, -0.30603], "max_force_ev_per_a": 5.9, "e_above_lowest_ev": 1.5516, "multiplicity": 5, "e_tot_ha": -4373.75703, "total_charge": 0}

{"formula": "C39H49GeN6O2S2TeW", "method": "ωB97M-V/def2-TZVPD", "species": ["W", "C", "C", "C", "C", "C", "H", "H", "H", "H", "H", "N", "C", "C", "C", "C", "N", "C", "N", "N", "C", "O", "O", "H", "H", "H", "H", "H", "H", "H", "H", "H", "H", "H", "H", "H", "H", "C", "Ge", "C", "C", "C", "C", "C", "C", "C", "C", "C", "C", "C", "C", "C", "C", "C", "C", "C", "C", "H", "H", "H", "H", "H", "H", "H", "H", "H", "H", "H", "H", "H", "H", "H", "C", "C", "N", "C", "S", "N", "C", "C", "H", "H", "H", "H", "H", "H", "H", "H", "H", "H", "H", "H", "Te", "C", "C", "C", "C", "S", "H", "H", "H"], "coordinates": [[-0.80, -0.82, 0.10], [-1.56, -2.79, -0.36], [-2.73, -1.94, -0.37], [-3.15, -1.80, -1.81], [-2.24, -2.33, -2.63], [-1.03, -2.79, -1.80], [-1.53, -3.70, 0.23], [-3.51, -2.14, 0.36], [-4.06, -1.30, -2.13], [-2.24, -2.28, -3.71], [-0.56, -3.70, -2.17], [-0.99, 0.71, 2.05], [0.35, 1.25, 2.29], [0.33, 2.46, 3.24], [1.70, 3.06, 3.61], [2.77, 2.00, 3.76], [2.32, 0.93, 4.66], [2.79, -0.31, 4.64], [2.49, -1.14, 5.68], [3.47, -0.79, 3.59], [1.08, 1.47, 0.95], [1.93, 2.37, 0.88], [0.81, 0.63, 0.04], [-1.56, 1.43, 1.61], [-1.42, 0.43, 2.92], [0.92, 0.44, 2.77], [-0.19, 2.12, 4.14], [-0.27, 3.26, 2.80], [1.60, 3.65, 4.53], [2.04, 3.71, 2.81], [3.72, 2.41, 4.11], [2.93, 1.59, 2.76], [2.07, 1.24, 5.59], [1.54, -1.05, 6.01], [2.70, -2.11, 5.50], [3.58, -0.18, 2.80], [3.18, -1.72, 3.27], [-0.12, -1.58, -1.59], [1.21, -0.88, -2.77], [2.87, -0.39, -1.85], [3.48, 0.86, -1.99], [4.66, 1.15, -1.31], [5.24, 0.22, -0.47], [4.63, -1.03, -0.31], [3.46, -1.32, -0.99], [0.59, 0.63, -3.87], [1.43, 1.24, -4.80], [0.98, 2.27, -5.61], [-0.34, 2.69, -5.52], [-1.20, 2.08, -4.62], [-0.74, 1.05, -3.80], [1.74, -2.11, -4.24], [0.91, -2.25, -5.35], [1.26, -3.06, -6.42], [2.47, -3.75, -6.40], [3.31, -3.63, -5.30], [2.94, -2.82, -4.23], [3.02, 1.61, -2.61], [5.11, 2.13, -1.42], [6.15, 0.45, 0.06], [5.07, -1.76, 0.35], [2.99, -2.29, -0.85], [2.46, 0.90, -4.90], [1.65, 2.74, -6.32], [-0.70, 3.49, -6.16], [-2.23, 2.39, -4.55], [-1.41, 0.58, -3.10], [-0.03, -1.70, -5.38], [0.60, -3.15, -7.27], [2.75, -4.37, -7.24], [4.25, -4.16, -5.28], [3.62, -2.72, -3.39], [-3.12, 4.14, 2.18], [-3.26, 3.99, 0.67], [-4.12, 2.89, 0.27], [-3.56, 1.59, 0.09], [-2.00, 1.38, -0.65], [-4.46, 0.54, 0.35], [-5.79, 0.56, -0.24], [-6.90, 0.56, 0.80], [-2.46, 4.97, 2.44], [-2.70, 3.23, 2.62], [-4.09, 4.32, 2.65], [-2.28, 3.82, 0.22], [-3.65, 4.92, 0.24], [-4.98, 2.85, 0.80], [-3.98, -0.34, 0.26], [-5.91, -0.32, -0.89], [-5.89, 1.43, -0.89], [-6.86, -0.36, 1.40], [-7.88, 0.63, 0.33], [-6.78, 1.40, 1.49], [1.08, -2.31, 1.57], [0.43, -2.69, 3.55], [0.88, -3.68, 4.39], [0.28, -3.67, 5.68], [-0.62, -2.66, 5.83], [-0.75, -1.75, 4.38], [1.59, -4.43, 4.06], [0.50, -4.39, 6.46], [-1.25, -2.43, 6.68]], "homo_ha": [-0.05229, -0.12882], "max_force_ev_per_a": 1.3, "e_above_lowest_ev": 1.6180, "multiplicity": 3, "e_tot_ha": -5202.89233, "total_charge": -1}